10
Properties=species:S:1:pos:R:3 method="wB97M-V/def2-TZVPD" homo_ev="-16.7 / -19.0" spin_multiplicity=3 total_charge=+2 lumo_energy_ev="-10.253 / -14.045" max_force_ev_per_a=4.2 total_energy_ha=-494.8242 s2=2.007
H -2.50815 -3.19276 -1.83617
O -0.14087 -2.45629 0.91677
C 1.07101 -3.04230 0.92105
C -1.20691 -3.21842 0.94939
O 2.07909 -2.32519 0.90642
O 1.16044 -4.30817 0.93169
C -2.21871 -3.86636 0.81808
Ag 3.26525 -4.01808 0.88546
H -3.14029 -4.42552 0.85342
Li -0.26532 -5.58991 0.92531